Entry from the Open Molecules 2025 dataset: a single C5H10O molecule at a distorted geometry (ωB97M-V/def2-TZVPD).

CARTESIAN COORDINATES (ANGSTROEM)
C: -1.419 -1.332 -0.065
C: -1.910 0.190 0.127
C: -0.837 1.250 -0.095
C: 0.502 0.972 -0.039
C: 2.414 -0.336 0.008
H: -2.243 -1.915 -0.547
H: -0.731 -1.358 -0.964
H: -0.989 -1.934 0.797
H: -2.873 0.426 -0.622
H: -2.464 0.186 1.117
H: -1.268 2.368 -0.029
H: 1.385 1.591 -0.158
H: 2.724 0.436 -0.740
H: 3.016 -0.010 0.846
H: 2.880 -1.359 -0.425
O: 1.008 -0.362 0.138

Calculated values
LUMO level ... 1.0 eV
HOMO ... -8.64 eV
SMILES ... CC/C=C\OC
Spin multiplicity ... 1
Orbital gap ... 9.659 eV
Electronic energy ... -7391.66239 eV
Energy relative to the best compared isomer or geometry (same formula, charge and spin) ... 71.6 kcal/mol

Entry from the Open Molecules 2025 dataset: a single C5H9N molecule (ωB97M-V/def2-TZVPD).

CARTESIAN COORDINATES (ANGSTROEM)
C: 1.037 0.990 1.086
C: 0.753 1.767 -0.179
C: -0.237 0.749 0.327
N: -0.442 -0.335 -0.609
C: -1.446 -1.362 -0.553
C: 0.019 -1.701 -0.551
H: 1.830 0.247 1.091
H: 0.935 1.502 2.041
H: 0.583 2.845 -0.188
H: 1.207 1.379 -1.085
H: -1.142 1.128 0.798
H: -1.977 -1.591 0.373
H: -2.066 -1.420 -1.453
H: 0.490 -2.075 -1.462
H: 0.457 -2.122 0.363

Calculated values
LUMO level ... 1.3 eV
HOMO ... -8.35 eV
SMILES ... C1CC1N1CC1
Spin multiplicity ... 1
Orbital gap ... 9.621 eV
Electronic energy ... -6818.40003 eV
Energy relative to the best compared isomer or geometry (same formula, charge and spin) ... 59.8 kcal/mol

Entry from the Open Molecules 2025 dataset: 8 unconnected molecules or ions with the total composition C46H36NO35PS (ωB97M-V/def2-TZVPD).

CARTESIAN COORDINATES (ANGSTROEM)
C: 3.015 -4.540 1.086
C: 2.656 -4.306 -0.357
O: 3.084 -3.406 -1.033
N: 1.796 -5.273 -0.916
O: 1.292 -4.965 -2.189
S: 0.253 -3.644 -2.122
O: 0.476 -2.954 -3.365
O: -1.087 -4.543 -2.423
P: -2.502 -4.499 -1.544
O: -2.017 -3.508 -0.347
O: -2.325 -5.963 -0.827
C: 0.786 -5.933 -0.080
C: 0.665 -7.408 -0.261
O: 0.136 -5.275 0.682
H: 2.247 -4.096 1.721
H: 3.981 -4.078 1.269
H: 3.063 -5.600 1.337
H: -1.753 -3.952 0.475
H: -2.808 -6.035 0.005
H: 1.364 -7.783 -1.001
H: 0.876 -7.877 0.703
H: -0.361 -7.647 -0.540
C: 0.621 -2.993 3.755
C: 1.760 -2.351 4.054
C: 2.312 -1.231 3.191
O: 3.347 -0.716 3.580
C: 1.606 -0.857 1.992
C: 0.468 -1.502 1.687
C: -0.097 -2.599 2.572
O: -1.143 -3.099 2.190
O: -0.251 -1.253 0.610
O: 2.502 -2.617 5.114
H: 0.216 -3.784 4.369
H: 2.018 -0.075 1.371
H: -1.016 -1.865 0.609
H: 3.259 -1.998 5.081
C: -2.991 -2.680 -7.311
C: -3.123 -3.436 -8.410
C: -2.258 -4.651 -8.681
O: -2.499 -5.258 -9.714
C: -1.230 -4.998 -7.736
C: -1.081 -4.245 -6.630
C: -1.977 -3.046 -6.344
O: -1.774 -2.467 -5.295
O: -0.164 -4.465 -5.715
O: -4.018 -3.215 -9.363
H: -3.617 -1.819 -7.120
H: -0.603 -5.852 -7.948
H: -0.230 -3.767 -5.022
H: -3.878 -3.927 -10.022
C: -9.052 -1.384 -6.879
C: -7.725 -1.569 -6.807
C: -6.733 -0.447 -7.057
O: -5.556 -0.742 -6.942
C: -7.229 0.861 -7.408
C: -8.556 1.044 -7.483
C: -9.549 -0.071 -7.212
O: -10.727 0.230 -7.299
O: -9.132 2.192 -7.793
O: -7.152 -2.723 -6.515
H: -9.764 -2.177 -6.701
H: -6.515 1.651 -7.597
H: -10.096 2.025 -7.765
H: -6.186 -2.566 -6.536
C: 9.301 0.179 5.153
C: 8.924 -1.084 4.908
C: 7.511 -1.444 4.489
O: 7.297 -2.626 4.283
C: 6.526 -0.394 4.368
C: 6.904 0.867 4.620
C: 8.322 1.233 5.015
O: 8.541 2.418 5.193
O: 6.099 1.916 4.538
O: 9.726 -2.131 4.999
H: 10.307 0.444 5.447
H: 5.519 -0.658 4.078
H: 6.639 2.702 4.764
H: 9.182 -2.908 4.758
C: -4.632 0.833 4.446
C: -3.713 -0.141 4.399
C: -2.225 0.142 4.477
O: -1.496 -0.837 4.443
C: -1.773 1.506 4.579
C: -2.692 2.484 4.624
C: -4.184 2.202 4.569
O: -4.914 3.174 4.628
O: -2.402 3.767 4.718
O: -3.996 -1.428 4.278
H: -5.694 0.641 4.391
H: -0.710 1.699 4.620
H: -3.259 4.245 4.744
H: -3.136 -1.896 4.261
C: 8.003 3.921 0.237
C: 7.171 3.605 1.240
C: 6.352 4.648 1.980
O: 5.641 4.217 2.871
C: 6.467 6.033 1.596
C: 7.299 6.350 0.592
C: 8.114 5.307 -0.154
O: 8.820 5.726 -1.054
O: 7.497 7.578 0.149
O: 6.968 2.376 1.684
H: 8.589 3.185 -0.295
H: 5.887 6.771 2.132
H: 8.143 7.499 -0.582
H: 6.294 2.447 2.396
C: -2.378 8.640 2.177
C: -2.759 8.068 3.329
C: -4.139 7.466 3.520
O: -4.358 6.959 4.608
C: -5.087 7.528 2.435
C: -4.707 8.103 1.283
C: -3.319 8.687 1.083
O: -3.095 9.168 -0.013
O: -5.480 8.219 0.220
O: -1.989 7.968 4.398
H: -1.396 9.069 2.032
H: -6.071 7.107 2.584
H: -4.939 8.669 -0.461
H: -2.525 7.512 5.078

Calculated values
LUMO level ... -1.8 eV
HOMO ... -9.20 eV
Spin multiplicity ... 1
Orbital gap ... 7.445 eV
Electronic energy ... -141559.43679 eV

Among the records above, which one has the highest LUMO level?
C5H9N

Which value of spin multiplicity does entry 2 give?
1